--- w ---
Density functional theory data (ωB97M-V with the def2-TZVPD basis set) for C5H11NOS2 as an isolated structure.

Summary:
- Kohn-Sham gap (spin up / spin down): 8.5840 / 8.5846 eV

ORCA input file:
```
! RIJCOSX wB97M-V def2-TZVPD def2/J DEFGRID3
* xyz 0 1
C 0.948 -1.451 1.669
C -0.206 0.375 -1.536
C -1.599 1.027 -1.395
C -0.081 -0.737 0.839
C 0.440 0.246 -0.149
N 1.922 0.103 -0.434
O -1.429 1.891 1.274
S -2.857 0.016 -0.594
S -1.972 0.519 1.344
H 1.611 -2.105 1.109
H 1.594 -0.710 2.154
H -0.267 -0.682 -1.652
H 0.409 0.729 -2.304
H -1.354 1.928 -0.827
H -1.723 1.364 -2.497
H -0.849 -1.344 0.479
H 0.266 -1.877 2.471
H 0.448 1.213 0.251
H 2.113 -0.919 -0.503
H 2.586 0.414 0.301
*
```

Mulliken charges in e: atom 1 (C): -1.38, atom 2 (C): -0.90, atom 3 (C): -0.67, atom 4 (C): -0.42, atom 5 (C): 0.07, atom 6 (N): -0.77, atom 7 (O): -0.51, atom 8 (S): -0.18, atom 9 (S): 0.37, atom 10 (H): 0.36, atom 11 (H): 0.33, atom 12 (H): 0.36, atom 13 (H): 0.53, atom 14 (H): 0.43, atom 15 (H): 0.34, atom 16 (H): 0.59, atom 17 (H): 0.33, atom 18 (H): 0.57, atom 19 (H): 0.26, atom 20 (H): 0.27



--- x ---
Density functional theory data (ωB97M-V with the def2-TZVPD basis set) for a 2-piece molecular cluster, C5H11NOS2 overall.

Summary:
- Kohn-Sham gap: 6.1877 eV

ORCA input file:
```
! RIJCOSX wB97M-V def2-TZVPD def2/J DEFGRID3
* xyz 0 1
C -3.037 1.337 1.910
C 0.154 1.283 -0.192
C -0.124 -0.335 -1.955
C 1.333 -1.754 0.407
C 0.092 -1.141 0.417
N -0.391 -0.092 -0.501
O -2.976 0.709 0.884
S -2.977 2.193 3.223
S 2.970 -0.875 1.444
H 0.078 1.467 0.902
H 1.253 1.416 -0.458
H -0.304 2.145 -0.804
H 0.782 -0.032 -2.311
H -0.269 -1.406 -2.231
H -0.790 0.146 -2.547
H 1.409 -2.663 0.853
H 1.624 -1.695 -0.727
H -0.336 -0.945 1.367
H -1.461 -0.012 -0.420
H 2.971 0.254 0.737
*
```

Mulliken charges in e: atom 1 (C): 0.71, atom 2 (C): -0.91, atom 3 (C): -1.39, atom 4 (C): -0.69, atom 5 (C): -0.51, atom 6 (N): 0.29, atom 7 (O): -0.53, atom 8 (S): -0.24, atom 9 (S): -0.36, atom 10 (H): 0.37, atom 11 (H): 0.30, atom 12 (H): 0.34, atom 13 (H): 0.51, atom 14 (H): 0.44, atom 15 (H): 0.47, atom 16 (H): 0.45, atom 17 (H): 0.21, atom 18 (H): 0.19, atom 19 (H): 0.34, atom 20 (H): 0.01



Sorted by energy, starting with the most stable: w, x.